{"formula": "C22H60BFN6O8S", "method": "the ωB97M-V functional and the def2-TZVPD basis", "orbital_gap_ev": 7.510, "multiplicity": 1, "largest_force_ev_per_a": 9.7, "smiles": "COCCCCCN(B(N)O)S(=O)(=O)F.COC[C@@H](C)N.COC[C@@H](C)N.COC[C@@H](C)N.COC[C@@H](C)N", "species": ["S", "F", "O", "O", "O", "O", "O", "O", "O", "O", "N", "N", "N", "N", "N", "N", "C", "C", "C", "C", "C", "C", "C", "C", "C", "C", "C", "C", "C", "C", "C", "C", "C", "C", "C", "C", "C", "C", "B", "H", "H", "H", "H", "H", "H", "H", "H", "H", "H", "H", "H", "H", "H", "H", "H", "H", "H", "H", "H", "H", "H", "H", "H", "H", "H", "H", "H", "H", "H", "H", "H", "H", "H", "H", "H", "H", "H", "H", "H", "H", "H", "H", "H", "H", "H", "H", "H", "H", "H", "H", "H", "H", "H", "H", "H", "H", "H", "H", "H"], "positions_angstrom": [[3.1033, 1.8971, 0.1165], [4.5160, 1.9835, -0.8436], [-5.8802, 5.0994, -2.5943], [5.8940, -4.8674, 2.8014], [-2.0193, -3.8043, -1.1181], [2.2799, -0.6115, 2.4543], [-5.8998, 0.8991, -4.4832], [3.4622, 2.3173, 1.5942], [2.1603, 3.0553, -0.3984], [5.9945, 1.7673, 6.1160], [-4.6512, -1.6422, -4.0188], [2.1786, 0.4342, -0.0029], [5.6458, 3.1535, 3.6281], [-7.0003, 2.5510, -1.8984], [0.0367, 0.2864, 1.5533], [3.4162, -3.8536, 1.7692], [-0.7656, -1.5363, -1.5336], [-5.1530, 1.8260, -5.2563], [-2.9713, -3.4190, -0.0572], [1.9626, -1.2537, -1.8839], [5.3017, 3.8311, 4.8875], [-7.2634, 3.9532, 0.0794], [-6.6137, 6.2373, -2.1683], [2.9135, -0.7257, -0.6140], [3.5131, -6.1918, 1.0830], [-1.8297, -2.6936, -2.0739], [-5.2948, -1.3791, -5.3151], [4.1853, -4.8257, 0.9774], [-5.2997, 4.3387, -1.5308], [-6.2633, 3.3183, -0.8827], [5.0267, 2.8167, 6.0211], [5.8431, -6.1638, 3.3769], [-4.2140, -1.1062, -6.3574], [7.1556, 2.1063, 6.8584], [5.6757, -4.8397, 1.3878], [-6.3459, -0.2506, -5.2083], [0.7188, -2.2174, -1.3865], [6.3999, 4.8359, 5.2244], [1.5461, 0.0378, 1.3502], [-4.6570, -0.7746, -7.3022], [0.7629, -3.2465, -1.9541], [4.8695, 2.5450, 3.3632], [6.9299, 2.7687, 7.6995], [6.2502, -6.9290, 2.7093], [7.5866, 1.1819, 7.2541], [-6.7611, 4.6404, 0.7681], [3.8199, -2.9262, 1.6276], [-4.8459, 4.9978, -0.7811], [-5.8204, -2.2898, -5.6274], [-6.6174, 6.9637, -2.9864], [3.6056, -4.0493, 2.7562], [-2.4257, -2.7205, 0.7227], [-5.5146, 1.8911, -6.2869], [2.5470, -6.1822, 0.5647], [-8.0543, 4.5035, -0.4363], [6.4048, 2.4980, 3.8343], [6.2234, -5.6498, 0.8916], [1.8101, -1.4664, 2.7593], [-3.9372, -2.8807, -0.4735], [-4.3087, -0.7453, -3.6632], [6.4417, -6.1518, 4.2926], [-2.8818, -2.2125, -2.3677], [4.0752, 2.3181, 5.8012], [2.5930, -1.7022, -2.7627], [-5.3719, -1.9071, -3.3454], [-3.4956, -0.3494, -6.0324], [3.9762, -0.5006, -1.0409], [-4.0943, 1.5616, -5.2387], [6.3927, 5.6637, 4.5055], [-0.2962, 0.6854, 0.6273], [-3.2912, -4.4017, 0.5292], [4.1297, -6.9678, 0.6179], [3.3153, -6.4861, 2.1167], [-7.4292, 3.2271, -2.5366], [4.8176, -6.4087, 3.6587], [-6.3262, 2.0599, -2.4880], [6.1279, -3.9033, 1.0402], [4.8967, 3.3173, 6.9879], [-1.1863, -1.0873, -0.5238], [-5.2534, 2.8120, -4.7931], [-4.4757, 3.7781, -1.9880], [0.9118, -2.4489, -0.2510], [7.3996, 4.3957, 5.1908], [-6.7335, 0.0346, -6.1936], [-7.1999, -0.6405, -4.6417], [-5.6553, 2.6169, -0.2982], [1.4629, -0.2573, -2.3111], [3.0227, -1.6153, 0.1639], [-0.4720, -0.6385, 1.6359], [7.9002, 2.5611, 6.2028], [-1.4100, -3.1860, -3.0762], [-7.7548, 3.1809, 0.6828], [-0.7703, -0.6374, -2.3087], [4.3799, 4.4036, 4.7275], [-7.6508, 5.9619, -1.9695], [4.1370, -4.5239, -0.0761], [6.2469, 5.2626, 6.2210], [-6.1677, 6.7114, -1.2888], [-3.6430, -2.0193, -6.5625]]}